{
  "formula": "C35H30HfN6O6Te",
  "method": "ωB97M-V/def2-TZVPD",
  "elements": ["Hf", "O", "C", "N", "C", "O", "C", "C", "C", "C", "C", "N", "C", "C", "C", "C", "C", "N", "H", "H", "H", "H", "H", "H", "H", "H", "O", "C", "O", "C", "C", "C", "C", "C", "C", "C", "C", "C", "N", "H", "H", "H", "H", "H", "H", "N", "C", "C", "C", "N", "H", "H", "H", "H", "O", "C", "O", "H", "C", "C", "C", "C", "C", "C", "Te", "C", "C", "C", "H", "H", "H", "H", "H", "H", "H", "H", "H", "H", "H"],
  "coordinates": [[0.87, 0.40, 0.53], [-2.27, -1.51, 2.85], [-1.57, -0.82, 2.14], [-0.23, -1.03, 1.87], [0.45, -1.74, 2.88], [0.41, -1.41, 4.05], [1.32, -2.89, 2.49], [2.58, -2.99, 3.06], [3.40, -4.04, 2.68], [2.90, -4.97, 1.78], [1.61, -4.80, 1.30], [0.83, -3.78, 1.62], [-2.15, 0.41, 1.50], [-3.46, 0.77, 1.75], [-3.91, 1.99, 1.28], [-3.03, 2.81, 0.59], [-1.74, 2.37, 0.36], [-1.31, 1.18, 0.80], [2.91, -2.23, 3.77], [4.40, -4.13, 3.08], [3.50, -5.81, 1.46], [1.19, -5.52, 0.60], [-4.08, 0.10, 2.32], [-4.93, 2.31, 1.46], [-3.33, 3.78, 0.21], [-1.02, 2.98, -0.17], [4.71, -0.43, 1.93], [3.63, -0.49, 1.38], [2.55, 0.14, 1.75], [3.41, -1.40, 0.19], [4.51, -1.99, -0.44], [4.28, -2.85, -1.47], [2.95, -3.20, -1.79], [2.65, -4.21, -2.73], [1.36, -4.62, -2.92], [0.32, -4.05, -2.16], [0.57, -3.04, -1.26], [1.89, -2.57, -1.08], [2.16, -1.59, -0.16], [5.50, -1.73, -0.09], [5.09, -3.30, -2.03], [3.46, -4.66, -3.28], [1.13, -5.40, -3.63], [-0.69, -4.41, -2.28], [-0.21, -2.64, -0.64], [0.55, 1.35, 3.83], [0.57, 2.32, 4.75], [0.68, 3.52, 4.08], [0.72, 3.16, 2.73], [0.62, 1.84, 2.59], [0.44, 0.34, 3.99], [0.52, 2.08, 5.80], [0.73, 4.50, 4.51], [0.81, 3.78, 1.86], [2.76, 1.15, -0.82], [2.35, 2.31, -0.64], [1.26, 2.51, -0.02], [2.92, 3.18, -1.00], [-4.89, 4.26, -3.23], [-3.79, 3.28, -2.95], [-4.07, 1.97, -2.58], [-3.06, 1.04, -2.34], [-3.47, -0.35, -1.92], [-1.72, 1.42, -2.47], [-0.21, -0.06, -2.17], [-1.41, 2.72, -2.87], [-0.01, 3.23, -3.06], [-2.45, 3.63, -3.09], [-5.82, 3.97, -2.75], [-5.08, 4.34, -4.30], [-4.62, 5.26, -2.88], [-5.11, 1.66, -2.47], [-4.55, -0.41, -1.77], [-2.97, -0.65, -0.99], [-3.19, -1.09, -2.67], [0.30, 3.83, -2.20], [0.05, 3.87, -3.94], [0.71, 2.42, -3.18], [-2.20, 4.64, -3.39]],
  "mulliken_charge": [1.021, -0.692, -0.007, 1.037, -0.204, -0.746, 0.526, -0.637, -0.482, -0.503, -0.329, -0.392, 0.398, -0.690, -0.747, -0.917, -0.574, 1.331, 0.463, 0.446, 0.440, 0.520, 0.631, 0.437, 0.531, 0.532, -0.699, 0.118, -0.604, 1.111, -1.290, -1.038, 0.739, -0.808, -0.810, -1.034, 0.343, -0.526, 1.039, 0.619, 0.440, 0.416, 0.413, 0.509, 0.408, -0.122, -0.283, -1.186, -0.636, 0.570, 0.032, 0.481, 0.414, 0.691, -0.361, -0.129, -0.233, 0.414, -1.730, 0.796, -0.989, 1.010, -1.662, -0.236, 0.194, 1.143, -1.827, -0.815, 0.372, 0.362, 0.386, 0.303, 0.376, 0.187, 0.353, 0.187, 0.516, 0.275, 0.410],
  "homo_lumo_gap_ev": 6.74,
  "charge": 0,
  "homo_energy_ev": -7.28,
  "de_lowest_kj_mol": 26.9
}


{
  "formula": "C2H2CuFLiO",
  "method": "ωB97M-V/def2-TZVPD",
  "elements": ["H", "C", "C", "O", "Li", "Cu", "F", "H"],
  "coordinates": [[-1.53, 0.24, -0.61], [-0.12, -1.22, -0.03], [-0.62, 0.01, -0.01], [0.15, 1.10, -0.02], [-0.56, 2.67, 0.66], [2.01, 0.68, -0.04], [1.28, -1.30, -0.07], [-0.60, -2.17, 0.13]],
  "nbo_charge": [0.223, 0.138, 0.005, -1.003, 0.983, 0.803, -0.381, 0.231],
  "homo_lumo_gap_ev": [6.94, 6.75],
  "charge": 1,
  "multiplicity": 3,
  "homo_energy_ev": [-11.54, -13.64],
  "de_lowest_kj_mol": 0.0,
  "s2": 2.00
}


{
  "formula": "C42H113N7O14",
  "method": "ωB97M-V/def2-TZVPD",
  "elements": ["C", "C", "O", "H", "H", "H", "H", "H", "H", "C", "C", "O", "H", "H", "H", "H", "H", "H", "C", "C", "O", "H", "H", "H", "H", "H", "H", "C", "C", "O", "H", "H", "H", "H", "H", "H", "C", "O", "C", "C", "N", "C", "C", "O", "C", "H", "H", "H", "H", "H", "H", "H", "H", "H", "H", "H", "H", "H", "H", "H", "C", "O", "C", "C", "N", "C", "C", "O", "C", "H", "H", "H", "H", "H", "H", "H", "H", "H", "H", "H", "H", "H", "H", "H", "C", "O", "C", "C", "N", "C", "C", "O", "C", "H", "H", "H", "H", "H", "H", "H", "H", "H", "H", "H", "H", "H", "H", "H", "C", "C", "C", "O", "C", "N", "H", "H", "H", "H", "H", "H", "H", "H", "H", "H", "H", "C", "C", "C", "O", "C", "N", "H", "H", "H", "H", "H", "H", "H", "H", "H", "H", "H", "C", "C", "C", "O", "C", "N", "H", "H", "H", "H", "H", "H", "H", "H", "H", "H", "H", "C", "C", "C", "O", "C", "N", "H", "H", "H", "H", "H", "H", "H", "H", "H", "H", "H"],
  "coordinates": [[-4.39, 4.28, 10.53], [-3.20, 4.87, 11.13], [-3.55, 5.19, 12.49], [-5.16, 5.02, 10.31], [-4.84, 3.50, 11.13], [-4.16, 3.83, 9.57], [-2.80, 5.74, 10.59], [-2.45, 4.08, 11.21], [-2.78, 5.39, 13.02], [-7.62, 4.48, 14.44], [-7.06, 3.65, 13.29], [-5.66, 3.45, 13.52], [-7.42, 4.22, 15.48], [-8.69, 4.56, 14.25], [-7.28, 5.51, 14.34], [-7.31, 3.92, 12.27], [-7.59, 2.70, 13.25], [-5.18, 4.25, 13.30], [-7.39, 1.48, 10.58], [-7.71, 2.63, 9.59], [-8.98, 2.49, 8.99], [-7.34, 0.56, 10.00], [-8.23, 1.22, 11.24], [-6.47, 1.53, 11.17], [-6.94, 2.72, 8.82], [-7.65, 3.57, 10.14], [-8.88, 1.66, 8.53], [-8.23, -2.22, 14.06], [-7.09, -2.53, 13.06], [-6.89, -1.41, 12.28], [-8.31, -3.12, 14.66], [-9.18, -2.05, 13.56], [-8.03, -1.33, 14.66], [-7.35, -3.42, 12.48], [-6.15, -2.72, 13.58], [-6.30, -0.81, 12.74], [-10.38, -3.75, 10.50], [-10.44, -2.42, 10.06], [-10.56, -1.38, 11.08], [-10.96, -0.05, 10.56], [-12.16, -0.22, 9.80], [-12.42, 0.92, 8.96], [-13.75, 0.61, 8.31], [-13.52, -0.41, 7.35], [-14.73, -0.83, 6.68], [-11.36, -4.05, 10.86], [-9.65, -3.91, 11.30], [-10.02, -4.38, 9.68], [-9.64, -1.27, 11.65], [-11.35, -1.65, 11.79], [-10.16, 0.47, 10.03], [-11.22, 0.49, 11.47], [-12.05, -0.99, 9.15], [-11.59, 1.03, 8.25], [-12.58, 1.84, 9.52], [-14.21, 1.50, 7.87], [-14.46, 0.24, 9.04], [-15.06, 0.04, 6.11], [-15.54, -1.08, 7.37], [-14.54, -1.65, 5.98], [-7.20, 6.35, 7.57], [-6.02, 5.62, 7.26], [-6.13, 4.75, 6.18], [-4.79, 4.13, 5.82], [-3.85, 5.23, 5.52], [-2.50, 4.80, 5.20], [-1.62, 4.47, 6.44], [-1.52, 5.57, 7.36], [-0.55, 5.33, 8.39], [-7.91, 5.77, 8.16], [-7.64, 6.68, 6.63], [-6.93, 7.28, 8.05], [-6.59, 5.22, 5.31], [-6.79, 3.96, 6.55], [-4.88, 3.42, 5.00], [-4.42, 3.62, 6.71], [-3.79, 5.72, 6.40], [-2.03, 5.54, 4.55], [-2.52, 3.92, 4.56], [-0.65, 4.19, 6.04], [-2.00, 3.58, 6.95], [0.45, 5.26, 7.96], [-0.62, 4.33, 8.82], [-0.63, 6.01, 9.24], [-14.80, 2.69, 4.57], [-13.82, 2.91, 5.54], [-12.52, 2.85, 5.00], [-11.40, 3.32, 6.00], [-11.66, 4.62, 6.52], [-10.96, 4.77, 7.75], [-11.02, 6.26, 8.22], [-12.37, 6.34, 8.78], [-12.68, 7.58, 9.28], [-14.51, 1.91, 3.86], [-14.95, 3.63, 4.05], [-15.71, 2.27, 4.97], [-12.47, 3.54, 4.15], [-12.14, 1.90, 4.62], [-10.43, 3.35, 5.50], [-11.36, 2.55, 6.76], [-12.64, 4.66, 6.77], [-9.98, 4.31, 7.61], [-11.57, 4.22, 8.47], [-10.80, 6.94, 7.40], [-10.25, 6.30, 8.98], [-12.40, 8.37, 8.59], [-12.17, 7.82, 10.21], [-13.71, 7.82, 9.55], [-7.53, -3.95, 8.00], [-6.92, -3.41, 9.32], [-5.38, -3.35, 9.31], [-4.81, -4.68, 9.09], [-3.42, -4.67, 8.93], [-7.56, -2.15, 9.60], [-7.25, -3.26, 7.20], [-8.61, -4.07, 8.10], [-7.17, -4.92, 7.67], [-7.18, -4.05, 10.16], [-5.12, -2.75, 10.18], [-5.15, -2.71, 8.46], [-3.04, -5.66, 8.71], [-2.92, -4.44, 9.87], [-3.02, -3.94, 8.22], [-8.54, -2.33, 9.77], [-7.37, -1.77, 10.52], [-8.37, 1.03, 5.65], [-7.83, -0.07, 6.60], [-6.37, 0.15, 7.01], [-5.39, 0.18, 6.02], [-5.01, -1.14, 5.53], [-8.73, -0.08, 7.77], [-9.44, 0.91, 5.50], [-7.96, 0.88, 4.65], [-8.11, 2.01, 6.06], [-7.98, -1.01, 6.08], [-6.13, -0.54, 7.83], [-6.20, 1.12, 7.48], [-5.88, -1.62, 5.08], [-4.68, -1.76, 6.36], [-4.21, -1.10, 4.79], [-8.23, -0.75, 8.34], [-9.54, -0.59, 7.44], [-10.95, 2.94, 13.02], [-11.21, 3.92, 11.92], [-11.88, 5.17, 12.42], [-13.10, 4.76, 13.10], [-13.86, 5.84, 13.67], [-9.97, 4.19, 11.23], [-10.50, 3.54, 13.81], [-10.24, 2.12, 12.87], [-11.87, 2.52, 13.42], [-11.73, 3.40, 11.12], [-12.05, 5.83, 11.57], [-11.20, 5.69, 13.10], [-14.22, 6.55, 12.92], [-13.26, 6.36, 14.41], [-14.73, 5.42, 14.17], [-9.63, 3.35, 10.77], [-10.26, 4.75, 10.44], [-4.02, -1.23, 14.50], [-4.28, 0.28, 14.40], [-3.26, 1.10, 13.62], [-1.94, 0.71, 14.03], [-0.90, 1.11, 13.08], [-5.57, 0.48, 13.87], [-4.77, -1.76, 15.08], [-3.05, -1.56, 14.86], [-4.04, -1.62, 13.48], [-4.22, 0.72, 15.40], [-3.40, 2.16, 13.79], [-3.46, 1.02, 12.55], [-1.11, 0.61, 12.14], [0.10, 0.91, 13.47], [-1.08, 2.18, 12.92], [-6.16, 0.23, 14.65], [-5.75, 1.46, 13.75]],
  "mulliken_charge": [-0.011, -0.175, -0.552, 0.263, -0.469, 0.243, 0.241, 0.187, 0.260, -1.281, 0.941, -0.564, 0.302, 0.146, 0.394, -0.095, -0.089, 0.301, 0.592, -0.364, 2.509, -0.497, -0.328, 0.347, 0.103, 0.098, -1.680, -1.281, -0.085, -0.137, 0.493, 0.191, 0.230, 0.276, 0.389, -0.189, -0.862, -0.609, -0.104, 0.701, -0.339, 0.559, -1.119, -0.283, -0.655, 0.360, 0.194, 0.260, -0.561, 0.838, -0.553, -0.052, 0.436, -0.401, -0.286, 0.571, 0.501, 0.097, 0.339, 0.233, -0.814, -0.269, -0.158, -0.753, -0.417, -0.903, -0.419, -0.321, -0.886, 0.145, 0.419, 0.349, 0.499, -0.033, 0.519, 0.210, 0.338, 0.377, 0.374, 0.421, 0.328, 0.381, 0.332, 0.291, -1.015, -0.142, -1.084, 0.992, -0.331, 0.156, -1.241, -0.236, -0.996, 0.400, 0.307, 0.260, 0.577, 0.402, 0.293, -0.915, 0.377, -0.269, 0.564, 0.665, 0.443, 0.331, 0.320, 0.301, -1.230, 0.530, -0.048, -0.380, -0.730, 1.595, 0.014, 0.236, 0.430, 0.297, 0.310, -0.294, 0.295, 0.298, 0.248, -0.048, -0.968, -1.548, 0.642, 0.279, -0.349, -0.602, -0.125, 0.576, 0.576, -0.294, 0.674, 0.082, -0.570, 0.302, 0.075, 0.306, -0.690, 0.444, -1.806, 1.961, -0.035, -0.341, -0.750, -0.489, 0.296, 0.254, 0.448, -0.696, -0.163, 0.395, 0.263, 0.319, 0.243, -0.474, 0.127, -1.387, 0.587, -0.775, -0.421, -0.661, -0.191, 0.392, 0.443, 0.202, 0.252, 0.290, 0.427, 0.301, 0.275, 0.216, 0.257, -0.230],
  "homo_lumo_gap_ev": 8.77,
  "charge": 0,
  "homo_energy_ev": -8.37,
  "smiles": "COC[C@H](C)N.COC[C@H](C)N.COC[C@H](C)N.COC[C@H](C)N.COCCNCCOC.COCCNCCOC.COCCNCCOC.CCO.CCO.CCO.CCO",
  "de_lowest_kj_mol": 0.0
}


{
  "formula": "C4H7NO2",
  "method": "ωB97M-V/def2-TZVPD",
  "elements": ["N", "C", "O", "C", "C", "C", "O", "H", "H", "H", "H", "H", "H", "H"],
  "coordinates": [[-0.78, -1.41, 1.30], [0.34, -0.72, 0.86], [0.38, -0.67, -0.52], [1.30, -0.20, 1.62], [0.19, 0.63, -0.97], [-0.61, 0.82, -2.17], [-1.11, 1.13, -0.86], [-1.58, -1.31, 0.69], [-1.01, -1.24, 2.27], [2.21, 0.19, 1.18], [1.19, -0.17, 2.70], [0.98, 1.32, -0.67], [-1.05, -0.06, -2.63], [-0.45, 1.68, -2.81]],
  "nbo_charge": [-0.818, 0.478, -0.517, -0.595, 0.326, -0.126, -0.495, 0.389, 0.382, 0.213, 0.206, 0.175, 0.194, 0.188],
  "homo_lumo_gap_ev": 9.51,
  "charge": 0,
  "homo_energy_ev": -8.45,
  "smiles": "C=C(N)O[C@H]1CO1",
  "de_lowest_kj_mol": 264.5
}